Here is a cluster of 15 separate species, C32H88F6NO18S2 in total at a distorted geometry from the OMol25 dataset. Energies are from ωB97M-V/def2-TZVPD.

As for the molecular weight: 953.2 g mol⁻¹. The value obtained for the HOMO-LUMO gap is 0.3140 Eh. The calculation puts the relative energy (zero: lowest compared OMol25 entry of this formula, charge and spin) at 25.8 kcal/mol. Its charge is -1.

The geometry in XYZ format:
```
147
C32H88F6NO18S2 ωB97M-V/def2-TZVPD
C -0.531 0.565 2.083
F 0.639 0.949 1.614
F -0.320 -0.253 3.093
F -1.215 1.603 2.543
S -1.547 -0.452 0.710
O -1.662 -1.822 1.239
O -2.868 0.172 0.573
N -0.688 -0.165 -0.805
S 0.037 -1.431 -1.021
O 1.123 -1.589 -0.054
O -0.843 -2.601 -1.258
C 0.896 -1.127 -2.768
F 0.036 -1.000 -3.774
F 1.668 -0.012 -2.726
F 1.701 -2.197 -3.057
O 2.822 3.077 -9.260
H 2.031 3.163 -8.727
H 2.956 3.948 -9.633
O -3.700 2.599 -3.829
H -3.120 2.099 -3.254
H -4.407 1.991 -4.044
O -4.949 -4.749 -3.611
H -4.112 -4.718 -3.149
H -5.167 -3.832 -3.776
O 0.706 4.416 -1.751
H 0.310 3.557 -1.605
H 0.083 5.035 -1.368
C 7.167 -3.308 3.535
C 6.903 -2.696 4.873
C 5.440 -2.822 5.395
O 7.834 -3.227 5.786
H 8.012 -2.945 2.950
H 6.385 -3.000 2.841
H 7.192 -4.396 3.594
H 7.051 -1.619 4.787
H 5.431 -2.475 6.428
H 5.036 -3.832 5.333
H 4.750 -2.212 4.811
H 8.723 -2.917 5.598
C 2.497 7.341 5.462
C 2.096 8.465 4.477
C 1.578 9.685 5.286
O 3.271 8.830 3.820
H 3.257 7.757 6.123
H 2.663 6.393 4.950
H 1.729 7.100 6.198
H 1.338 8.065 3.803
H 0.721 9.322 5.853
H 1.215 10.486 4.641
H 2.330 10.107 5.953
H 3.612 8.125 3.265
C -10.852 0.798 2.151
C -10.889 1.523 0.802
C -10.777 3.011 0.896
O -9.791 1.126 0.044
H -11.585 1.290 2.791
H -9.873 0.677 2.615
H -11.245 -0.204 1.984
H -11.843 1.348 0.305
H -10.880 3.531 -0.056
H -9.798 3.223 1.327
H -11.511 3.343 1.631
H -9.009 1.239 0.590
C -6.403 10.310 5.843
C -7.086 8.956 5.717
C -6.011 7.878 5.565
O -7.775 8.833 6.945
H -7.161 11.088 5.929
H -5.824 10.517 4.942
H -5.668 10.494 6.627
H -7.802 8.898 4.897
H -6.428 6.872 5.608
H -5.271 7.999 6.357
H -5.511 7.961 4.600
H -7.146 8.635 7.643
C 3.199 -8.486 -0.647
C 2.762 -9.649 -1.562
C 3.876 -10.595 -1.972
O 1.692 -10.301 -0.978
H 4.038 -7.905 -1.029
H 3.505 -8.850 0.334
H 2.377 -7.796 -0.458
H 2.422 -9.187 -2.488
H 4.714 -10.085 -2.448
H 3.487 -11.301 -2.706
H 4.185 -11.208 -1.125
H 0.965 -9.679 -0.896
C 6.539 2.693 -1.024
C 6.694 4.224 -1.295
C 6.600 4.593 -2.772
O 5.575 4.796 -0.689
H 5.498 2.400 -1.160
H 6.695 2.415 0.019
H 7.115 2.063 -1.701
H 7.672 4.575 -0.968
H 6.790 5.666 -2.817
H 5.698 4.334 -3.325
H 7.432 4.164 -3.331
H 4.764 4.437 -1.056
C -6.802 0.272 9.593
C -5.790 -0.322 10.616
C -4.364 0.293 10.493
O -6.304 0.010 11.852
H -6.402 -0.057 8.634
H -6.880 1.359 9.571
H -7.790 -0.165 9.741
H -5.744 -1.409 10.543
H -3.880 0.278 9.516
H -3.646 -0.222 11.132
H -4.340 1.357 10.725
H -5.718 -0.505 12.412
C 7.723 -1.388 -10.897
C 7.159 -1.546 -9.483
C 7.699 -0.515 -8.520
O 5.799 -1.326 -9.625
H 7.692 -0.343 -11.204
H 7.175 -1.987 -11.623
H 8.781 -1.645 -10.945
H 7.349 -2.598 -9.274
H 7.302 -0.735 -7.529
H 7.613 0.538 -8.787
H 8.783 -0.602 -8.439
H 5.634 -0.402 -9.425
C 0.032 -2.085 -15.453
C 0.834 -1.709 -14.155
C -0.054 -1.340 -13.006
O 1.614 -2.780 -13.711
H -0.504 -1.260 -15.923
H -0.595 -2.969 -15.339
H 0.745 -2.408 -16.212
H 1.487 -0.888 -14.453
H -0.529 -0.370 -13.154
H 0.550 -1.251 -12.103
H -0.889 -1.987 -12.738
H 1.894 -2.461 -12.850
C -2.246 -9.736 4.491
C -2.002 -8.220 4.239
C -0.690 -7.642 4.716
O -2.214 -7.898 2.885
H -2.121 -10.041 5.530
H -1.528 -10.271 3.869
H -3.291 -10.006 4.338
H -2.814 -7.668 4.713
H -0.558 -6.578 4.520
H 0.159 -8.165 4.275
H -0.598 -7.756 5.796
H -2.000 -6.964 2.841
```

Atom charges from the Mulliken analysis, given in e for atoms 1 to 4: atom 1 (C): 0.70, atom 2 (F): -0.21, atom 3 (F): -0.23, atom 4 (F): -0.23

---

Here is a structure of composition C32H88MgN6O10 at a distorted geometry from the OMol25 dataset. Energies are from ωB97M-V/def2-TZVPD.

As for the molecular weight: 741.4 g mol⁻¹. The value obtained for the HOMO-LUMO gap is 0.2830 Eh. The calculation puts the relative energy (zero: lowest compared OMol25 entry of this formula, charge and spin) at 29.1 kcal/mol.

The geometry in XYZ format:
```
137
C32H88MgN6O10 ωB97M-V/def2-TZVPD
Mg -2.596 -0.758 -0.885
C -0.530 -3.403 -0.808
C -1.944 -3.615 -0.398
O -2.861 -2.716 -0.951
H -0.333 -3.759 -1.819
H 0.152 -3.912 -0.127
H -0.349 -2.334 -0.701
H -1.911 -3.472 0.683
H -2.293 -4.622 -0.623
C 0.679 1.635 0.329
C -0.117 0.571 1.045
O -1.159 -0.015 0.314
H 1.528 2.013 0.899
H 0.007 2.449 0.059
H 1.128 1.178 -0.554
H -0.488 0.923 2.008
H 0.566 -0.254 1.249
C -0.471 4.425 3.227
C -1.397 3.428 3.886
O -0.861 3.241 5.144
H 0.421 3.955 2.812
H -0.217 5.296 3.831
H -1.120 4.736 2.409
H -1.524 2.518 3.301
H -2.380 3.858 4.075
H -1.582 3.051 5.748
C 3.806 2.788 -1.253
C 5.278 3.300 -1.231
O 5.462 3.959 -2.493
H 3.044 3.566 -1.193
H 3.704 2.186 -0.350
H 3.665 2.174 -2.143
H 5.955 2.445 -1.261
H 5.534 3.926 -0.376
H 5.699 3.328 -3.177
C -4.390 -0.683 2.045
C -5.087 -0.738 0.657
C -6.502 -0.232 0.814
O -7.292 -1.136 1.600
C -8.583 -0.595 1.913
N -4.354 -0.003 -0.307
H -4.694 0.200 2.605
H -3.302 -0.735 2.006
H -4.785 -1.491 2.661
H -5.099 -1.747 0.244
H -7.018 -0.291 -0.144
H -6.505 0.772 1.238
H -8.508 0.298 2.534
H -9.151 -1.329 2.485
H -9.237 -0.282 1.098
H -4.333 0.985 -0.099
H -4.998 0.048 -1.083
C 0.518 -0.208 5.435
C 1.733 0.746 5.451
C 2.150 1.276 4.060
O 3.545 1.517 3.963
C 3.944 1.772 2.596
N 1.464 1.805 6.368
H 0.025 -0.326 6.400
H 0.761 -1.225 5.129
H -0.252 0.163 4.760
H 2.494 0.120 5.917
H 1.646 2.193 3.755
H 1.925 0.527 3.302
H 3.354 1.274 1.826
H 5.022 1.653 2.487
H 3.770 2.811 2.317
H 0.754 2.360 5.912
H 1.067 1.599 7.274
C -1.107 -1.630 -4.062
C -0.815 -0.426 -3.223
C -0.155 0.629 -4.109
O -0.999 1.099 -5.129
C -0.294 1.818 -6.147
N -2.096 -0.006 -2.616
H -2.009 -1.456 -4.649
H -1.380 -2.464 -3.416
H -0.260 -1.847 -4.714
H -0.005 -0.643 -2.527
H 0.728 0.144 -4.526
H 0.273 1.438 -3.518
H 0.280 2.685 -5.821
H -1.064 2.198 -6.818
H 0.397 1.180 -6.699
H -1.982 0.995 -2.691
H -2.801 -0.184 -3.317
C -3.043 4.128 -3.557
C -1.864 4.083 -2.571
C -1.703 5.251 -1.546
O -0.814 5.059 -0.467
C 0.538 5.210 -0.974
N -2.043 2.831 -1.857
H -4.023 4.147 -3.080
H -2.938 3.243 -4.184
H -3.005 5.018 -4.185
H -0.948 4.061 -3.162
H -2.684 5.401 -1.095
H -1.701 6.219 -2.047
H 0.749 6.159 -1.466
H 1.107 4.493 -1.566
H 1.084 5.235 -0.031
H -1.295 2.734 -1.185
H -2.936 2.890 -1.389
C 1.593 -5.820 -3.501
C 2.754 -4.807 -3.261
C 2.330 -3.532 -2.489
O 3.341 -2.562 -2.716
C 3.189 -1.459 -1.866
N 3.813 -5.511 -2.493
H 1.890 -6.727 -4.026
H 0.758 -5.448 -4.095
H 1.214 -6.226 -2.563
H 3.176 -4.454 -4.202
H 2.151 -3.799 -1.447
H 1.459 -3.029 -2.909
H 3.248 -1.715 -0.808
H 2.196 -1.015 -1.940
H 3.900 -0.732 -2.257
H 3.489 -5.589 -1.539
H 4.528 -4.799 -2.489
C 2.574 -5.799 1.511
C 2.029 -4.795 2.455
C 2.269 -3.366 2.029
O 3.659 -3.029 2.087
C 3.828 -1.563 2.070
N 0.638 -5.069 2.670
H 2.054 -5.882 0.557
H 2.536 -6.780 1.985
H 3.613 -5.619 1.233
H 2.496 -4.871 3.437
H 1.699 -2.642 2.611
H 1.856 -3.312 1.021
H 3.122 -1.096 1.383
H 4.856 -1.350 1.777
H 3.569 -1.163 3.050
H 0.158 -4.863 1.806
H 0.243 -4.458 3.370
```

Atom charges from the Mulliken analysis, given in e for atoms 1 to 4: atom 1 (Mg): 0.79, atom 2 (C): 1.47, atom 3 (C): -1.00, atom 4 (O): -0.89

---

What is the formula in the second record? C32H88MgN6O10

---

What is the molecular weight in the first record? 953.2 g mol⁻¹